1.
The following is a quantum chemistry calculation of C37H60BrFIN3O3Sb as an isolated structure at a distorted geometry, from the Open Molecules 2025 dataset.

Calculated values
total charge	-1
HOMO level	-4.388	eV

Last column: Mulliken charge in e.
Element x y z (Å)
H  6.21  -1.83  2.88  0.380
H  1.65  -0.53  2.56  0.925
H  0.50  -9.79  1.16  0.345
H  -0.58  -0.34  -2.66  -0.394
N  -6.13  4.46  0.95  -0.256
C  5.90  -1.52  1.87  -1.005
C  -1.59  2.30  1.41  -0.805
N  -5.58  -0.63  -2.46  -0.589
H  0.14  1.18  1.99  0.182
C  3.02  -7.67  1.88  -0.442
C  -5.83  1.51  -0.68  -0.003
C  -4.60  1.18  -1.23  -0.257
H  -7.59  -0.92  -2.23  0.359
C  0.56  1.23  -3.55  -0.001
C  0.85  -6.78  2.30  -0.229
H  -3.21  -2.64  3.15  0.367
H  2.66  -5.69  2.65  0.323
H  -3.58  -0.18  -2.56  0.493
C  -7.43  5.86  2.39  -0.582
H  1.87  -1.70  -2.62  0.454
H  1.15  1.56  -5.62  0.459
H  -1.68  2.43  2.48  0.565
H  0.45  2.35  0.76  0.713
C  -4.53  0.11  -2.11  -0.421
H  7.83  0.21  1.18  0.316
C  7.03  1.96  2.12  -1.113
H  -7.91  0.97  -0.64  0.370
O  5.90  -0.11  1.80  -0.165
H  2.42  -0.08  -2.35  0.473
C  2.46  2.71  -4.45  -0.834
C  -2.21  -2.73  2.73  -1.317
H  -6.37  7.41  3.43  0.366
I  2.08  -2.45  4.82  -0.241
H  3.85  -1.45  2.33  -0.142
H  -0.23  5.44  -2.48  0.415
C  -6.75  -0.30  -1.93  -0.333
H  0.87  1.80  -2.68  -0.286
H  6.17  2.27  1.53  0.289
C  1.80  4.02  -4.93  -0.708
H  3.06  -2.78  -1.05  0.396
H  1.02  5.91  -4.37  0.372
C  1.02  -8.90  1.48  -0.255
H  -1.40  0.16  -0.15  0.086
C  -0.26  1.59  1.07  -0.685
C  2.41  -8.84  1.46  -0.294
H  6.90  2.30  3.15  0.296
H  6.55  -1.96  1.11  0.322
C  -5.05  5.17  1.29  -0.057
H  2.99  -9.68  1.11  0.350
H  -4.18  6.77  2.43  0.368
C  -6.30  6.59  2.74  -0.161
C  -5.08  6.23  2.18  -0.555
H  -0.52  4.01  -3.45  0.240
H  0.33  -3.47  -0.88  0.371
H  2.77  2.81  -3.41  0.445
H  0.35  -0.84  -4.04  0.565
H  -2.41  1.73  1.00  0.175
H  0.96  3.81  -5.60  0.374
C  0.40  -0.24  -3.12  -0.194
C  2.23  -6.62  2.31  -0.178
H  4.41  -3.07  1.91  0.272
H  2.69  -3.28  0.59  0.301
F  2.40  0.49  0.31  -0.684
N  0.24  -7.90  1.89  -0.573
H  7.91  2.43  1.70  0.327
O  4.11  -1.77  0.33  -0.335
H  -4.12  4.84  0.83  0.247
C  0.25  4.56  -2.92  -0.672
C  1.37  5.01  -3.85  -0.724
H  -3.70  1.74  -0.98  0.416
C  2.89  -2.41  -0.04  -0.842
H  2.30  0.59  -4.70  0.435
H  -5.92  2.34  0.01  0.449
C  1.61  1.43  -4.64  -1.115
H  7.61  0.05  2.96  0.298
H  4.10  -7.58  1.88  0.386
H  -1.07  -4.01  0.85  0.200
C  -0.29  -2.62  -0.61  -1.168
C  1.55  -0.73  -2.24  -1.324
C  -1.42  -3.14  0.30  -0.678
H  -3.21  -2.15  0.96  0.648
H  2.23  5.34  -3.26  0.306
H  -8.40  6.10  2.80  0.350
O  0.94  -3.65  2.36  -0.058
C  -0.40  0.59  -0.08  -0.310
H  0.20  -5.98  2.62  0.540
H  -1.57  -2.12  3.37  0.310
C  1.17  -2.54  2.75  -0.952
C  0.92  -1.22  2.14  -1.038
C  -6.93  0.75  -1.04  -0.416
H  -1.88  -3.77  2.81  0.218
C  -7.29  4.81  1.50  -0.181
H  -0.03  -0.86  2.54  0.990
Sb  1.12  -1.02  -0.09  0.890
H  3.38  2.59  -5.03  0.434
H  -8.15  4.21  1.21  0.354
H  -1.81  -1.19  1.31  -0.523
H  0.63  3.97  -2.09  0.073
C  4.49  -2.01  1.65  0.496
H  -0.40  1.61  -3.90  0.592
C  -2.17  -2.21  1.27  0.629
H  -0.29  1.18  -0.99  0.188
H  -0.73  -2.31  -1.56  0.574
Br  -1.67  4.09  0.64  -0.255
H  -2.18  -3.57  -0.37  0.335
H  2.53  4.54  -5.54  0.311
C  7.18  0.44  2.03  -0.370


2.
The following is a quantum chemistry calculation of a 10-piece molecular cluster, C37H60O30 overall at a distorted geometry, from the Open Molecules 2025 dataset.

Calculated values
energy relative to the best compared isomer or geometry (same formula, charge and spin)	132.7	kcal/mol
total charge	0
SMILES	C[C@H]1COC(=O)O1.C[C@H]1COC(=O)O1.C[C@H]1COC(=O)O1.C[C@H]1COC(=O)O1.C[C@H]1COC(=O)O1.C[C@H]1COC(=O)O1.C[C@H]1COC(=O)O1.COC(=O)OC.COC(=O)OC.COC(=O)OC
HOMO level	-9.952	eV

Last column: Mulliken charge in e.
Element x y z (Å)
H  -1.18  -3.69  -3.28  0.417
O  1.20  4.10  0.33  -0.713
C  2.64  3.06  5.01  -0.486
C  2.78  -0.92  -3.54  0.745
O  2.77  -1.09  1.45  -0.120
O  -1.05  1.65  -4.15  -0.265
H  -2.69  -1.96  -5.11  -0.304
O  3.80  2.05  6.76  -0.386
H  1.09  0.45  -3.69  1.094
H  0.29  0.08  6.90  0.147
O  1.05  -2.61  -6.77  -0.635
O  0.73  -2.23  2.08  -0.636
H  -5.18  -2.10  -5.13  0.439
H  -6.83  -2.07  -1.91  0.346
H  -4.44  -0.38  -5.00  0.114
H  3.37  3.09  4.19  0.076
C  -3.23  1.93  -3.63  -0.365
H  1.41  3.97  -3.38  0.292
O  -2.97  -3.18  -1.54  -0.616
O  -2.68  3.07  -4.04  -0.334
C  -2.02  -2.82  -5.21  1.191
H  4.22  -0.56  3.05  0.344
H  0.07  0.79  1.90  0.148
C  -5.32  -1.26  -3.27  0.632
C  0.09  -2.07  -0.73  0.494
H  -2.15  -1.76  2.32  0.599
O  -1.11  -2.45  -6.24  -0.379
O  0.80  2.90  -1.79  0.401
C  -5.82  -2.50  5.13  -0.628
H  -5.71  -2.01  6.15  0.258
C  -1.54  -1.15  7.04  -1.579
H  2.86  -1.63  3.45  0.516
H  -0.07  -3.13  -0.84  0.580
C  3.14  1.09  6.00  0.402
H  1.61  1.47  1.83  -0.058
H  0.12  4.74  -2.49  0.423
H  1.77  4.76  -1.88  0.358
H  -1.06  -2.11  7.21  0.361
H  2.31  1.18  -3.17  0.686
H  -6.16  -0.75  -5.11  0.535
H  0.23  2.45  2.14  0.726
H  -2.51  -1.22  6.60  0.330
O  -0.77  3.71  -5.05  -0.576
H  -5.63  -0.26  -2.83  0.139
H  2.46  -0.02  3.31  -0.132
H  1.74  3.66  4.94  0.387
O  -1.18  2.77  4.54  -0.665
H  3.70  3.25  -0.91  0.201
O  -3.26  -2.18  4.41  -0.622
H  -0.96  -1.87  -3.46  -0.919
O  0.29  -2.93  -4.70  -0.370
H  5.36  2.67  -1.19  0.517
H  -0.90  -1.10  4.47  0.193
H  0.22  -1.61  -1.73  -0.740
H  5.23  3.56  5.10  0.177
H  2.08  -0.56  -5.61  0.370
C  -0.66  -0.06  6.34  0.692
O  5.96  0.42  0.95  -0.329
C  4.77  -0.07  -4.21  0.537
C  0.95  4.16  -2.39  -1.063
C  0.86  2.86  -0.42  0.041
O  5.93  0.29  -4.10  -0.599
O  -1.36  1.13  6.07  -0.417
O  0.58  1.72  0.18  0.253
H  -0.70  0.21  -1.98  -1.197
H  -3.60  -4.15  -4.79  0.367
H  2.83  -1.99  -5.35  0.317
O  4.11  -0.62  -3.15  -0.355
C  -2.04  0.89  -3.49  1.867
O  2.38  1.65  5.06  0.147
C  -2.77  -0.90  2.14  -0.249
O  -5.62  -1.69  4.02  -0.340
H  -1.81  1.35  -1.35  0.778
H  6.13  0.52  -1.04  0.430
O  5.66  1.69  2.73  -0.602
H  -5.29  -3.49  5.04  0.291
C  -1.67  0.52  -2.05  0.920
C  1.67  -1.75  1.08  0.486
C  4.11  1.20  -0.28  2.457
C  1.91  0.22  -3.13  -1.889
H  2.41  -1.88  -3.16  0.397
C  -1.43  2.89  -4.46  0.284
H  -6.87  -2.91  5.04  0.281
C  0.59  1.63  1.55  -0.746
C  -4.32  -1.61  3.64  0.758
H  4.73  5.06  5.91  0.401
H  3.24  0.59  -0.50  -1.116
H  0.65  -1.02  5.06  0.473
H  -2.35  -0.20  2.79  0.144
O  4.11  1.71  1.03  -0.460
O  -4.11  -1.11  2.54  -0.323
H  -2.49  -0.22  -1.60  -0.387
O  -0.14  0.78  4.36  0.448
C  -0.97  -2.84  -3.97  0.902
O  -5.23  -3.21  -2.06  -0.385
H  5.47  3.87  6.83  0.331
C  4.74  4.01  6.04  -1.215
H  5.17  -0.69  -0.53  0.359
H  -0.71  -1.63  -0.06  -0.300
C  4.30  2.38  -1.19  -1.449
O  4.06  -0.20  -5.32  -0.315
H  4.07  1.99  -2.14  0.185
C  -6.16  -2.38  -2.67  -0.534
C  0.13  -2.66  -5.96  0.534
H  -2.10  -4.95  -5.10  0.412
C  2.92  -0.92  -5.06  -0.805
H  -2.92  -4.37  -6.48  0.387
O  -4.01  -1.66  -2.82  0.269
O  3.11  -0.14  6.34  -0.644
O  1.38  -1.72  -0.27  -0.127
H  -3.84  2.06  -2.68  0.277
C  -4.02  -2.72  -2.08  0.344
C  3.40  3.34  6.27  0.479
H  -1.66  -0.76  8.03  0.446
H  -2.28  -0.03  -3.98  -1.221
H  2.66  3.87  6.91  0.295
H  1.55  0.17  -2.12  -0.233
H  -6.67  -2.85  -3.49  0.334
H  -3.86  1.74  -4.48  0.410
C  -0.19  -0.47  4.96  -0.706
C  -5.24  -1.08  -4.75  -1.479
H  -2.57  -0.67  1.15  -0.126
C  5.28  1.31  1.62  0.292
C  -2.75  -4.15  -5.44  -1.605
C  3.14  -0.74  2.80  -0.585
C  5.41  0.33  -0.30  -0.664
C  -0.92  1.67  5.01  0.328


| no. | Kohn-Sham gap (eV) | E_LUMO (eV) |
| --- | --- | --- |
| 1 | 6.55 | 2.2 |
| 2 | 9.55 | -0.4 |